[1]
A cluster of 2 separate species, C2H10NO2 in total. Source: the Open Molecules 2025 dataset; level of theory: ωB97M-V with the def2-TZVPD basis set.

```
15
Properties=species:S:1:pos:R:3
C -0.78 1.15 0.01
O 0.44 1.88 0.13
C -0.44 -0.21 -0.60
N -0.37 -0.10 -2.12
H -1.42 1.74 -0.64
H -1.22 0.99 0.98
H 0.57 2.23 1.02
H 0.54 -0.47 -0.25
H -1.23 -0.91 -0.36
H 0.53 -0.42 -2.47
H -0.50 0.86 -2.44
H -1.10 -0.66 -2.56
H 0.64 -3.08 2.23
H 1.67 -2.20 2.96
O 0.97 -2.19 2.31
```

As for the calculated total energy: -287.1696 Ha. The calculation puts the relative energy (zero: lowest compared OMol25 entry of this formula, charge and spin) at 0.727 eV. The total charge is +1. For the gap between HOMO and LUMO, the calculation gives 10.9 eV.

Taken from the Mulliken analysis, the atomic charges in e are: C -0.5703; O -0.4989; C -0.3351; N -0.2841; H 0.3181; H 0.3912; H 0.3252; H 0.3082; H 0.2655; H 0.3675; H 0.3538; H 0.3436; H 0.3195; H 0.3202; O -0.6244



[2]
A cluster of 2 separate species, C2H10NO2 in total. Source: the Open Molecules 2025 dataset; level of theory: ωB97M-V with the def2-TZVPD basis set.

```
15
Properties=species:S:1:pos:R:3
C 0.98 0.49 0.47
O 0.72 1.84 0.82
C -0.12 -0.34 1.02
N -1.42 0.39 0.80
H 1.92 0.14 0.89
H 1.13 0.37 -0.60
H 1.44 2.20 1.35
H -0.17 -1.32 0.58
H -0.04 -0.48 2.11
H -1.80 0.18 -0.12
H -1.18 1.39 0.90
H -2.14 0.17 1.48
H -0.29 -2.27 -3.25
H 0.63 -1.10 -3.60
O 0.35 -1.66 -2.86
```

As for the calculated total energy: -287.1816 Ha. The calculation puts the relative energy (zero: lowest compared OMol25 entry of this formula, charge and spin) at 0.401 eV. The total charge is +1. For the gap between HOMO and LUMO, the calculation gives 11.3 eV.

Taken from the Mulliken analysis, the atomic charges in e are: C -0.2418; O -0.5701; C -0.5206; N -0.3056; H 0.3611; H 0.2366; H 0.3370; H 0.3385; H 0.3193; H 0.3324; H 0.3470; H 0.3506; H 0.3203; H 0.3239; O -0.6286



[3]
A cluster of 3 separate species, C2H10NO3 in total. Source: the Open Molecules 2025 dataset; level of theory: ωB97M-V with the def2-TZVPD basis set.

```
16
Properties=species:S:1:pos:R:3
C 0.07 0.87 -0.82
O -0.76 0.64 0.30
C 0.79 -0.33 -1.29
N 1.18 -1.22 -0.16
H -0.57 1.37 -1.61
H 0.73 1.72 -0.52
H 0.24 -0.85 -1.98
H 1.86 -0.03 -1.78
H 1.05 -0.69 0.61
H 0.50 -1.97 -0.24
H 0.34 2.10 1.98
H 0.05 0.75 1.53
O 0.59 1.19 2.34
H -2.18 -1.61 1.21
H -1.74 -0.49 0.20
O -2.16 -1.42 0.24
```

As for the calculated total energy: -362.6706 Ha. The calculation puts the relative energy (zero: lowest compared OMol25 entry of this formula, charge and spin) at 1.002 eV. The total charge is -1. For the gap between HOMO and LUMO, the calculation gives 8.6 eV.

Taken from the Mulliken analysis, the atomic charges in e are: C -0.2992; O -0.9102; C -0.5168; N -0.7410; H 0.2538; H 0.2164; H 0.3553; H 0.2035; H 0.3333; H 0.3073; H 0.2763; H 0.3808; O -0.7933; H 0.2615; H 0.4180; O -0.7459



[4]
A cluster of 3 separate species, C2H10NO3 in total. Source: the Open Molecules 2025 dataset; level of theory: ωB97M-V with the def2-TZVPD basis set.

```
16
Properties=species:S:1:pos:R:3
C 0.21 -0.36 -0.87
O -0.17 -0.35 0.46
C -0.69 0.56 -1.70
N -0.73 1.96 -1.16
H 1.25 -0.02 -1.01
H 0.12 -1.37 -1.32
H -0.35 0.57 -2.74
H -1.71 0.16 -1.65
H -1.42 1.87 -0.40
H 0.09 2.00 -0.55
H 0.45 -2.94 1.95
H 0.29 -1.83 0.86
O 0.56 -2.80 1.00
H 0.48 1.11 3.10
H 0.52 0.50 1.68
O 1.09 0.96 2.36
```

As for the calculated total energy: -362.7030 Ha. The calculation puts the relative energy (zero: lowest compared OMol25 entry of this formula, charge and spin) at 0.119 eV. The total charge is -1. For the gap between HOMO and LUMO, the calculation gives 8.3 eV.

Taken from the Mulliken analysis, the atomic charges in e are: C -0.4762; O -1.0420; C -0.6105; N -0.7563; H 0.2034; H 0.3366; H 0.2932; H 0.3043; H 0.3234; H 0.3043; H 0.2648; H 0.5365; O -0.7262; H 0.2700; H 0.4784; O -0.7036



[5]
A cluster of 3 separate species, C2H10NO3 in total. Source: the Open Molecules 2025 dataset; level of theory: ωB97M-V with the def2-TZVPD basis set.

```
16
Properties=species:S:1:pos:R:3
C 2.65 1.39 -0.35
N 1.86 0.20 -0.45
C 0.41 0.27 -0.19
O -0.19 -0.82 -0.69
H 2.36 1.94 0.52
H 3.72 1.16 -0.30
H 2.57 2.03 -1.25
H 2.05 -0.52 -1.12
H 0.18 0.47 0.88
H 0.09 1.26 -0.65
H -1.77 -0.44 1.57
H -0.80 -0.55 2.68
O -1.59 -0.99 2.35
H -2.89 -0.16 -1.68
H -1.58 -0.30 -0.83
O -2.62 -0.13 -0.75
```

As for the calculated total energy: -362.6701 Ha. The calculation puts the relative energy (zero: lowest compared OMol25 entry of this formula, charge and spin) at 1.015 eV. The total charge is -1. For the gap between HOMO and LUMO, the calculation gives 7.4 eV.

Taken from the Mulliken analysis, the atomic charges in e are: C -0.8010; N -0.2509; C -0.0776; O -0.8164; H 0.2418; H 0.2899; H 0.2676; H 0.1974; H -0.0932; H 0.1299; H 0.3580; H 0.3049; O -0.6535; H 0.2328; H 0.4034; O -0.7330



[6]
A cluster of 3 separate species, C2H10NO3 in total. Source: the Open Molecules 2025 dataset; level of theory: ωB97M-V with the def2-TZVPD basis set.

```
16
Properties=species:S:1:pos:R:3
C 1.67 -0.40 -0.78
N 0.51 -0.16 -1.73
C -0.74 -0.59 -1.01
O -0.66 -0.33 0.36
H 1.43 -0.46 0.29
H 2.39 0.45 -0.80
H 2.18 -1.34 -1.18
H 0.45 0.86 -2.01
H -0.83 -1.76 -1.15
H -1.64 -0.02 -1.48
H 0.78 -0.45 3.26
H -0.16 -0.82 1.99
O 0.04 -0.98 2.92
H -0.68 1.23 0.00
H -0.99 2.17 -1.11
O -0.90 2.21 -0.15
```

As for the calculated total energy: -362.6683 Ha. The calculation puts the relative energy (zero: lowest compared OMol25 entry of this formula, charge and spin) at 1.063 eV. The total charge is -1. For the gap between HOMO and LUMO, the calculation gives 8.1 eV.

Taken from the Mulliken analysis, the atomic charges in e are: C -0.5345; N -0.4760; C -0.5543; O -0.8948; H 0.1034; H 0.3066; H 0.2142; H 0.3175; H 0.2156; H 0.3113; H 0.2635; H 0.4487; O -0.6959; H 0.4429; H 0.2654; O -0.7338